A molecular structure, C8H16AsCdNOS8 at a distorted geometry. Source: OMol25; level of theory: the ωB97M-V functional and the def2-TZVPD basis.

Element x y z (Å)
Cd  8.3383  7.8592  7.4630
C  9.5687  5.2271  9.3290
C  8.4455  4.5376  8.5136
S  8.1666  5.3077  6.9735
C  6.3356  5.2015  6.5436
C  5.4665  6.4362  6.9287
S  5.4946  6.5985  8.7473
C  4.7765  8.2520  8.7653
C  5.2648  8.9594  10.0029
S  7.0872  9.3596  9.9626
C  8.1243  8.6434  11.3564
C  8.3982  7.0903  11.1603
S  9.5442  6.9294  9.7751
H  10.4332  5.1533  8.6445
H  9.7515  4.6057  10.2013
H  7.4610  4.5178  9.0314
H  8.7014  3.4963  8.3667
H  5.9660  4.2998  7.0075
H  6.4440  5.0815  5.4732
H  4.4109  6.1910  6.7143
H  5.8181  7.3003  6.5039
H  3.6784  8.2596  8.6259
H  5.0926  8.8044  7.8440
H  5.1122  8.2625  10.8306
H  4.7300  9.8974  10.0748
H  7.6723  8.6668  12.3737
H  9.1165  9.1933  11.3917
H  7.4627  6.5588  11.0156
H  8.8801  6.6475  12.0235
S  10.4973  8.0178  6.0881
As  9.5316  9.8750  5.4323
S  10.0347  11.4830  6.9443
S  7.4047  9.3547  5.6565
S  10.1489  10.6884  3.6925
O  10.4879  10.7386  9.3009
N  9.8812  10.4214  8.3191

net charge = 0
orbital gap = 7.536 eV
HOMO level = -0.2821 Ha
LUMO level = -0.14 eV
spin multiplicity = 1